32
Properties=species:S:1:pos:R:3:mulliken_charge:R:1 method="wB97M-V/def2-TZVPD" total_energy_ha=-13533.89373 total_charge=-2 homo_lumo_gap_ev=5.30 max_force_ev_per_a=0.29
C -2.158 -0.979 4.660 -0.2767
C 3.153 0.299 -2.186 0.4264
H -2.097 1.240 1.575 0.5890
N 2.250 -1.196 -0.815 -0.6000
H 4.584 1.254 -3.449 0.2525
H 3.672 3.575 -3.144 0.3418
H 2.437 2.936 -2.038 0.2518
Se -4.664 0.367 -0.655 -0.7909
N -0.973 0.328 3.041 -0.4330
H -0.068 -2.299 -2.693 0.0551
C 3.955 1.493 -2.585 -0.4120
H 4.619 1.713 -1.747 0.2509
Se -1.702 -2.204 0.403 -0.8939
C 3.067 2.699 -2.896 -1.0020
Se -2.191 -1.293 -3.551 -0.8274
S 2.061 -0.510 -3.268 -0.1409
H -0.035 -0.740 4.526 0.3207
Ag 0.326 -0.402 0.608 0.3297
C -2.141 0.633 2.474 -0.3693
H -4.270 0.420 2.394 0.3732
H 0.306 -2.794 -1.156 0.2730
C -3.353 -0.623 4.060 0.2144
Se -0.740 1.414 -0.962 -0.8184
Sb -2.431 -0.428 -1.255 1.0618
Br -4.985 -1.285 4.786 -0.2403
N 3.147 -0.173 -0.989 -0.3950
C 1.610 -1.505 -1.916 0.6885
N 0.711 -2.505 -2.051 -0.3229
H -2.128 -1.636 5.519 0.3827
H 2.402 2.493 -3.735 0.3120
C -0.997 -0.474 4.101 -0.3961
C -3.369 0.183 2.946 -0.2046